ORCA calculation (wB97M-V/def2-TZVPD) on CH4N2O2S as an isolated structure.

Positions of all 10 atoms, in Å:
C1 0.43196 -0.49908 0.36112
N1 -0.29192 -0.08939 1.42570
N2 -0.28342 0.34960 -1.25212
O1 2.39323 -1.32806 -1.16320
O2 -1.07693 1.30769 -0.59574
S1 2.01781 -1.19600 0.24587
H1 -1.12024 0.40120 0.84263
H2 -0.44398 -0.72598 2.13730
H3 -1.04908 -0.34147 -1.41598
H4 -0.57743 2.12150 -0.58561

Properties
LUMO (spin up / spin down)   0.0115 / 0.0114 Ha
Energy above the lowest of the compared OMol25 structures with the same formula, charge and spin   5.021 eV
HOMO level (spin up / spin down)   -0.29205 / -0.29202 hartree
Frontier orbital gap (spin up / spin down)   8.2591 / 8.2572 eV

Partial charges, Mulliken, in e: atom 1 (C): 0.17, atom 2 (N): -0.42, atom 3 (N): -0.29, atom 4 (O): -0.52, atom 5 (O): -0.44, atom 6 (S): 0.24, atom 7 (H): 0.37, atom 8 (H): 0.25, atom 9 (H): 0.28, atom 10 (H): 0.35